[1]
A structure of composition C45H51EuN4O4PS. Source: the Open Molecules 2025 dataset; level of theory: wB97M-V/def2-TZVPD.

Structure (XYZ):
```
107
Properties=species:S:1:pos:R:3:lowdin_charge:R:1
Eu -0.076 -0.159 -0.585 2.023
C -0.203 4.586 -2.127 -0.065
C -1.091 4.839 -0.909 -0.361
C -0.327 5.594 0.173 -0.068
C -1.758 3.584 -0.372 -0.188
C -2.076 2.509 -1.204 -0.049
C -2.813 1.427 -0.734 -0.096
C -3.230 1.354 0.598 -0.288
C -4.124 0.236 1.057 -0.046
C -2.864 2.395 1.438 -0.034
C -2.156 3.489 0.959 -0.020
H 0.287 5.514 -2.420 0.080
H -0.766 4.242 -2.991 0.072
H 0.566 3.843 -1.908 0.069
H -1.915 5.490 -1.233 0.148
H 0.346 4.936 0.723 0.064
H -0.987 6.062 0.900 0.077
H 0.270 6.385 -0.278 0.083
H -1.810 2.525 -2.254 0.105
H -3.156 0.677 -1.440 0.083
H -3.975 0.002 2.112 0.082
H -3.960 -0.669 0.470 0.055
H -5.175 0.503 0.934 0.092
H -3.159 2.367 2.480 0.119
H -1.922 4.287 1.648 0.109
C -6.752 -0.359 -5.761 -0.038
C -5.466 -0.606 -5.032 -0.255
C -5.476 -0.980 -3.693 -0.019
C -4.298 -1.218 -3.004 -0.054
C -3.087 -1.082 -3.668 -0.292
C -3.051 -0.708 -5.003 -0.040
C -4.238 -0.472 -5.672 -0.018
S -1.579 -1.422 -2.846 0.581
O -1.929 -1.449 -1.395 -0.494
O -1.019 -2.632 -3.391 -0.269
N -0.619 -0.168 -2.931 -0.226
C 0.666 -0.284 -3.531 -0.407
C 0.928 -0.556 -4.865 0.001
C 2.251 -0.573 -5.268 -0.038
C 3.261 -0.310 -4.347 -0.049
C 2.902 -0.053 -3.035 -0.120
N 1.630 -0.055 -2.640 0.011
H -7.344 0.408 -5.262 0.088
H -7.352 -1.268 -5.793 0.090
H -6.575 -0.034 -6.783 0.079
H -6.420 -1.090 -3.178 0.123
H -4.323 -1.515 -1.968 0.105
H -2.112 -0.592 -5.524 0.102
H -4.210 -0.179 -6.713 0.119
H 0.127 -0.750 -5.563 0.106
H 2.499 -0.783 -6.299 0.117
H 4.302 -0.300 -4.635 0.108
H 3.644 0.166 -2.277 0.115
N 1.237 -2.409 -1.019 -0.056
C 1.116 -3.572 -0.112 -0.231
C -0.342 -4.030 -0.049 -0.185
C -0.941 -4.054 1.353 -0.181
C -0.763 -2.766 2.140 -0.259
N -1.181 -1.547 1.414 -0.025
H 0.829 -2.687 -1.919 0.064
H 2.217 -2.211 -1.222 0.068
H 1.491 -3.261 0.865 0.082
H 1.767 -4.384 -0.451 0.121
H -0.446 -5.018 -0.499 0.120
H -0.944 -3.366 -0.674 0.067
H -0.473 -4.841 1.952 0.121
H -1.998 -4.319 1.286 0.116
H 0.291 -2.641 2.387 0.052
H -1.294 -2.834 3.094 0.123
H -1.194 -0.779 2.089 0.072
H -2.148 -1.666 1.112 0.062
O 1.185 1.826 -0.616 -0.105
C 1.106 1.797 0.641 -0.656
O 0.092 1.247 1.186 -0.196
C 2.268 2.157 1.494 -0.158
C 2.835 3.420 1.390 -0.010
C 3.922 3.749 2.184 -0.051
C 4.455 2.803 3.047 -0.055
C 3.916 1.528 3.107 -0.056
C 2.812 1.185 2.332 -0.288
P 2.132 -0.530 2.328 1.106
C 1.331 -0.590 3.961 -0.367
C 1.294 -1.762 4.717 -0.133
C 0.601 -1.811 5.916 -0.072
C -0.082 -0.692 6.370 -0.075
C -0.063 0.473 5.618 -0.070
C 0.641 0.528 4.425 -0.084
C 3.661 -1.500 2.468 -0.385
C 4.218 -1.975 3.652 -0.098
C 5.412 -2.682 3.636 -0.064
C 6.070 -2.912 2.437 -0.071
C 5.530 -2.433 1.250 -0.074
C 4.332 -1.744 1.271 -0.116
H 2.426 4.135 0.693 0.109
H 4.358 4.735 2.125 0.111
H 5.305 3.054 3.666 0.111
H 4.367 0.787 3.754 0.109
H 1.809 -2.652 4.374 0.102
H 0.599 -2.726 6.493 0.109
H -0.620 -0.727 7.306 0.107
H -0.590 1.350 5.966 0.107
H 0.646 1.448 3.855 0.102
H 3.730 -1.779 4.599 0.097
H 5.829 -3.044 4.565 0.110
H 7.001 -3.460 2.429 0.108
H 6.042 -2.601 0.314 0.106
H 3.923 -1.367 0.335 0.085
```

Computed properties:
multiplicity = 7
charge = +1
DFT total energy = -101095.96390 eV
energy relative to the best compared isomer or geometry (same formula, charge and spin) = 0.000 eV
highest occupied orbital energy (spin up / spin down) = -10.6644 / -10.6646 eV

[2]
A cluster of 2 separate species, CH2N2O2 in total at a distorted geometry. Source: the Open Molecules 2025 dataset; level of theory: wB97M-V/def2-TZVPD.

Structure (XYZ):
```
7
Properties=species:S:1:pos:R:3:lowdin_charge:R:1
C 0.365 -1.738 0.799 -0.488
N 0.275 1.415 -0.557 -0.039
N -0.917 1.198 -0.765 -0.018
O 0.919 -1.663 1.792 0.220
O -0.198 -1.852 -0.164 0.226
H 0.878 1.373 -1.342 0.025
H -1.322 1.266 0.237 0.074
```

Computed properties:
multiplicity = 1
DFT total energy = -8143.38737 eV
structure (SMILES) = [H]/N=N/[H].O=C=O
energy relative to the best compared isomer or geometry (same formula, charge and spin) = 1.983 eV
highest occupied orbital energy = -9.4849 eV

Repeat the second record exactly.
A cluster of 2 separate species, CH2N2O2 in total at a distorted geometry. Source: the Open Molecules 2025 dataset; level of theory: wB97M-V/def2-TZVPD.

Structure (XYZ):
```
7
Properties=species:S:1:pos:R:3:lowdin_charge:R:1
C 0.365 -1.738 0.799 -0.488
N 0.275 1.415 -0.557 -0.039
N -0.917 1.198 -0.765 -0.018
O 0.919 -1.663 1.792 0.220
O -0.198 -1.852 -0.164 0.226
H 0.878 1.373 -1.342 0.025
H -1.322 1.266 0.237 0.074
```

Computed properties:
multiplicity = 1
DFT total energy = -8143.38737 eV
structure (SMILES) = [H]/N=N/[H].O=C=O
energy relative to the best compared isomer or geometry (same formula, charge and spin) = 1.983 eV
highest occupied orbital energy = -9.4849 eV

- What is the multiplicity in the second record?
  1

- The lowest energy relative to the best compared isomer or geometry (same formula, charge and spin) belongs to which entry?
  C45H51EuN4O4PS

Repeat the second record exactly.
A cluster of 2 separate species, CH2N2O2 in total at a distorted geometry. Source: the Open Molecules 2025 dataset; level of theory: wB97M-V/def2-TZVPD.

Structure (XYZ):
```
7
Properties=species:S:1:pos:R:3:lowdin_charge:R:1
C 0.365 -1.738 0.799 -0.488
N 0.275 1.415 -0.557 -0.039
N -0.917 1.198 -0.765 -0.018
O 0.919 -1.663 1.792 0.220
O -0.198 -1.852 -0.164 0.226
H 0.878 1.373 -1.342 0.025
H -1.322 1.266 0.237 0.074
```

Computed properties:
multiplicity = 1
DFT total energy = -8143.38737 eV
structure (SMILES) = [H]/N=N/[H].O=C=O
energy relative to the best compared isomer or geometry (same formula, charge and spin) = 1.983 eV
highest occupied orbital energy = -9.4849 eV